Formula: ArH22O11
Source: the OMol25 dataset
Level of theory: wB97M-V/def2-TZVPD

The geometry in XYZ format:
```
34
Properties=species:S:1:pos:R:3:forces:R:3
Ar 8.2709 6.4203 -17.9063 0.037 -0.034 -0.056
O 5.1577 6.5631 -20.4208 -0.368 0.468 -0.085
H 5.6145 6.9951 -21.1426 0.101 0.153 -0.162
H 5.5062 5.6716 -20.4155 0.469 -0.689 0.119
O 10.7624 9.4592 -18.3863 0.001 0.093 -0.268
H 11.4016 8.9066 -17.9365 0.221 -0.140 0.008
H 9.9754 9.4058 -17.8440 -0.423 0.007 0.361
O 6.2200 8.1258 -15.8946 -0.555 -0.360 0.272
H 7.1757 8.1713 -15.9217 0.247 0.237 0.154
H 5.9533 8.1324 -16.8139 -0.504 0.223 -0.558
O 6.3868 3.9593 -20.5093 0.004 0.381 -0.531
H 5.6421 3.6198 -21.0056 -0.145 -0.273 -0.238
H 6.1956 3.7271 -19.6006 0.039 -0.137 0.955
O 5.3753 5.4161 -15.5074 -0.541 -1.125 -0.239
H 5.4926 6.3550 -15.6519 0.261 0.813 -0.048
H 6.0843 5.1746 -14.9113 0.431 0.188 0.226
O 4.4268 8.3715 -18.4954 -0.012 0.469 0.815
H 4.5851 9.1483 -19.0318 -0.006 0.200 -0.064
H 4.6554 7.6363 -19.0642 0.129 -0.577 -0.524
O 8.7488 9.0444 -15.8406 0.505 -0.015 -0.389
H 9.3789 8.4117 -15.4957 0.205 -0.289 0.179
H 8.9841 9.8713 -15.4198 -0.137 0.341 0.180
O 10.0550 8.9255 -21.2234 -0.096 0.030 -0.427
H 9.8533 8.0127 -21.4291 -0.049 -0.197 -0.120
H 10.0011 8.9740 -20.2690 0.252 0.164 0.509
O 7.9337 5.1798 -14.0542 -0.327 0.156 0.135
H 8.7781 4.8974 -14.4056 0.392 -0.164 -0.425
H 7.7211 4.5273 -13.3869 -0.030 -0.103 0.329
O 6.2523 3.6097 -17.6023 0.258 -0.582 -0.724
H 5.8879 4.1006 -16.8657 -0.514 0.873 0.574
H 6.9557 3.0868 -17.2176 0.137 -0.116 -0.027
O 9.9822 3.9650 -15.8579 -0.103 0.133 0.214
H 9.6909 3.0735 -16.0491 -0.104 -0.243 -0.026
H 10.7731 4.0773 -16.3853 0.222 0.113 -0.119
```
Positions in Å, forces in eV/Å.

The LUMO energy is -0.249 eV. For the relative energy (zero: lowest compared OMol25 entry of this formula, charge and spin), the calculation gives 0.3660 eV. The HOMO energy is -10.6278 eV. Its charge is 0. For the HOMO-LUMO gap, the calculation gives 0.38141 Eh.

These are the Mulliken partial charges, in e, on atoms 1 to 5: number 1, Ar, carries -0.001; number 2, O, carries -0.698; number 3, H, carries 0.294; number 4, H, carries 0.364; number 5, O, carries -0.649

---

Formula: ArH24O12
Source: the OMol25 dataset
Level of theory: wB97M-V/def2-TZVPD

The geometry in XYZ format:
```
37
Properties=species:S:1:pos:R:3:forces:R:3
Ar 0.4438 0.0787 -0.1407 -0.080 0.058 0.031
O 3.5775 -1.2959 -0.2532 0.092 -0.311 0.271
H 3.2028 -0.5678 -0.7488 0.048 0.674 -0.298
H 3.1741 -2.0769 -0.6321 -0.047 -0.253 0.027
O -2.6680 -2.6520 -1.6467 -0.309 0.132 -0.474
H -1.7537 -2.3811 -1.5641 0.508 -0.143 0.059
H -3.1343 -2.1236 -0.9990 -0.114 -0.068 0.521
O 3.1780 -0.2423 2.4028 -0.134 0.227 0.707
H 3.1913 -0.7759 1.6082 0.147 -0.395 -0.641
H 3.4223 0.6347 2.1070 0.097 0.215 -0.059
O 3.4947 1.4830 -1.3372 0.219 -0.506 -0.028
H 2.7364 2.0461 -1.1819 -0.495 0.390 0.403
H 3.8433 1.7766 -2.1789 0.212 -0.057 -0.219
O 1.5961 3.6458 -0.6760 0.434 -0.261 0.517
H 1.0508 3.3970 -1.4224 -0.520 -0.035 -0.604
H 2.3477 4.0920 -1.0661 0.186 0.380 0.020
O -3.1537 -1.4588 1.2708 -0.376 -0.219 -0.578
H -3.1756 -0.5426 0.9945 0.095 0.659 0.105
H -3.7970 -1.5118 1.9776 -0.129 -0.092 0.227
O -0.2865 3.1945 -2.6848 0.199 0.023 -0.018
H -0.9468 3.4390 -2.0364 -0.352 0.237 0.170
H -0.5484 2.3212 -2.9764 0.026 -0.269 -0.207
O -3.3962 0.8967 -1.5388 0.084 0.367 0.331
H -2.5927 0.9368 -2.0576 0.138 -0.155 -0.149
H -3.8421 0.1080 -1.8476 -0.157 -0.300 -0.129
O 0.4699 -2.8374 -1.7801 -0.090 0.231 -0.061
H 0.9760 -3.2924 -1.1070 -0.103 -0.237 0.373
H 1.0949 -2.6864 -2.4893 0.065 0.015 -0.306
O -2.9770 1.4988 1.7047 -0.195 -0.135 -0.030
H -2.3294 1.6982 2.3807 0.165 -0.031 0.253
H -2.6261 1.9009 0.9101 -0.036 0.098 -0.346
O 0.6606 -0.8869 3.4640 -0.496 0.018 0.205
H 0.2480 -0.2034 3.9921 -0.203 0.021 0.174
H 1.5496 -0.5674 3.3100 0.818 0.129 -0.382
O -0.9667 -2.7232 2.1826 0.286 -0.735 -0.133
H -1.6796 -2.3320 1.6777 -0.338 0.084 -0.129
H -0.3840 -1.9905 2.3824 0.354 0.243 0.398
```
Positions in Å, forces in eV/Å.

The LUMO energy is -0.431 eV. For the relative energy (zero: lowest compared OMol25 entry of this formula, charge and spin), the calculation gives 1.2628 eV. The HOMO energy is -9.6976 eV. Its charge is 0. For the HOMO-LUMO gap, the calculation gives 0.34055 Eh.

These are the Mulliken partial charges, in e, on atoms 1 to 5: number 1, Ar, carries 0.029; number 2, O, carries -0.651; number 3, H, carries 0.304; number 4, H, carries 0.297; number 5, O, carries -0.613

---

Formula: As3F18In
Source: the OMol25 dataset
Level of theory: wB97M-V/def2-TZVPD

The geometry in XYZ format:
```
22
Properties=species:S:1:pos:R:3:forces:R:3
In 1.2475 -0.1706 2.9321 -3.616 5.551 -0.496
As -2.5860 0.4026 -2.4125 -3.990 7.316 -10.921
F -1.8765 0.8967 -4.3457 -3.021 -1.824 0.970
F -2.9296 2.1802 -1.8690 -1.899 -3.376 -0.706
F 1.1296 0.0002 0.9363 -0.213 0.408 0.541
F -1.1774 1.0907 -2.4412 7.169 -0.307 3.392
F -2.9766 -0.4004 -1.1694 -0.293 -3.697 6.963
F -3.9343 -0.5693 -3.1773 2.119 1.892 0.321
As 3.3046 -0.3994 -3.7005 1.715 -2.081 0.916
F 0.8720 1.2054 4.6319 -0.331 -1.162 -1.671
F 3.3051 0.3520 -5.1630 0.143 0.760 -1.078
F 1.7436 0.2813 -3.2981 2.157 0.947 0.553
F 3.8269 -1.2039 -2.3452 -0.020 1.145 3.824
F 5.2333 -0.6183 -3.8681 -2.933 1.457 -1.215
F 2.4679 -1.8056 -3.8436 -1.098 -2.237 -2.977
As -2.0266 0.1180 4.6154 6.512 -2.172 -2.087
F -2.9168 -0.9589 3.6405 -0.109 1.068 2.130
F -1.7642 1.3201 3.4534 -0.415 -0.777 1.257
F 2.7762 -0.9887 3.0369 6.648 -3.539 0.911
F -0.5444 -0.8658 5.4794 -4.711 2.485 -0.974
F -0.4627 -0.9485 3.1101 -3.710 -0.648 0.727
F -2.7117 1.0821 5.7973 -0.104 -1.208 -0.381
```
Positions in Å, forces in eV/Å.

The LUMO energy is -5.666 eV. The HOMO energy is -11.9298 eV. Its charge is 0. For the HOMO-LUMO gap, the calculation gives 0.23020 Eh.

These are the Mulliken partial charges, in e, on atoms 1 to 5: number 1, In, carries 1.672; number 2, As, carries 1.676; number 3, F, carries -0.521; number 4, F, carries -0.434; number 5, F, carries -0.677

---

Formula: AsF6H18O9
Source: the OMol25 dataset
Level of theory: wB97M-V/def2-TZVPD

The geometry in XYZ format:
```
34
Properties=species:S:1:pos:R:3:forces:R:3
As 0.1985 -0.9587 -0.6136 1.078 -0.268 0.327
F -1.3508 -1.1940 0.2420 1.278 0.079 -0.714
F -0.3083 -2.1073 -1.8988 0.100 1.100 1.195
F 1.7080 -0.7321 -1.5900 -1.257 0.045 1.135
F 0.8010 0.0646 0.7572 -0.670 -0.531 -1.610
F 1.0097 -2.2961 0.2932 -1.017 0.886 -1.031
F -0.4900 0.4746 -1.4404 0.482 -1.272 0.671
O 5.7920 2.3738 4.6427 0.255 0.013 0.114
H 5.3224 1.6007 4.3296 -0.111 -0.226 -0.102
H 5.1602 3.0881 4.5601 -0.152 0.224 -0.014
O 2.3155 -2.5775 -7.0545 0.020 -0.220 -0.212
H 1.9221 -1.7680 -7.3803 -0.117 0.188 -0.054
H 2.7782 -2.3160 -6.2584 0.078 0.029 0.282
O 0.2020 -6.0330 4.7293 -0.085 -0.023 0.255
H 0.2266 -5.5491 3.9037 -0.020 0.231 -0.233
H 0.6559 -6.8542 4.5398 0.105 -0.187 -0.033
O -2.5924 -5.2334 -6.3581 -0.161 -0.239 -0.064
H -2.5084 -4.6463 -7.1095 0.036 0.130 -0.174
H -2.1657 -4.7663 -5.6398 0.138 0.112 0.257
O 6.3351 1.4188 -4.5598 0.120 0.155 -0.216
H 6.8479 0.7129 -4.1663 0.123 -0.170 0.097
H 5.4934 1.3863 -4.1051 -0.267 0.008 0.134
O 2.9815 6.4258 4.5152 0.219 -0.063 0.080
H 2.5666 7.2536 4.7579 -0.070 0.203 0.088
H 2.3586 6.0110 3.9185 -0.146 -0.167 -0.176
O -5.6169 2.7351 3.1083 -0.064 0.047 0.248
H -6.3356 2.9318 2.5074 -0.181 0.046 -0.138
H -4.8791 2.5197 2.5378 0.256 -0.104 -0.122
O -5.6418 -2.0116 5.3197 0.020 -0.071 0.248
H -6.5681 -1.9823 5.0801 -0.216 0.022 -0.038
H -5.1760 -1.8737 4.4949 0.207 0.052 -0.206
O -3.9874 4.7410 -2.2379 -0.240 0.132 -0.116
H -3.5079 3.9131 -2.2686 0.145 -0.280 -0.034
H -3.5468 5.2484 -1.5563 0.112 0.119 0.157
```
Positions in Å, forces in eV/Å.

The LUMO energy is 2.236 eV. For the relative energy (zero: lowest compared OMol25 entry of this formula, charge and spin), the calculation gives 2.0924 eV. The HOMO energy is -9.2330 eV. Its charge is -1. For the HOMO-LUMO gap, the calculation gives 0.42148 Eh.

These are the Mulliken partial charges, in e, on atoms 1 to 5: number 1, As, carries 1.997; number 2, F, carries -0.490; number 3, F, carries -0.496; number 4, F, carries -0.513; number 5, F, carries -0.502

---

Formula: AsF6H18O9
Source: the OMol25 dataset
Level of theory: wB97M-V/def2-TZVPD

The geometry in XYZ format:
```
34
Properties=species:S:1:pos:R:3:forces:R:3
As 0.3684 0.1516 0.8220 0.028 0.603 2.793
F -0.3294 -1.3091 1.7270 1.042 2.143 -2.061
F -0.9142 1.1568 1.6548 2.079 -1.111 -1.392
F 1.1183 1.5227 -0.0673 -1.386 -1.301 0.736
F 1.5366 -0.8665 -0.0848 -0.926 0.238 1.089
F -0.8306 -0.1723 -0.4990 1.229 0.164 0.647
F 1.5356 0.4279 2.1654 -1.550 -0.505 -1.843
O 1.8260 -1.2650 -2.6408 -0.883 -0.992 -0.819
H 1.9428 -0.3383 -2.8500 0.261 1.111 -0.550
H 1.7773 -1.2911 -1.6852 0.060 -0.114 0.826
O -3.5907 0.8506 0.8922 -0.413 -0.529 0.070
H -3.3136 1.4626 0.2103 -0.030 0.231 -0.385
H -2.8832 0.8728 1.5365 0.206 0.048 0.258
O -0.1424 -2.7735 3.9725 -0.023 -0.477 0.319
H -0.0543 -1.9777 4.4971 0.040 0.193 0.110
H -0.4353 -2.4646 3.1152 0.043 0.070 -0.071
O 4.4364 -0.2826 0.4023 0.227 -0.082 0.040
H 3.5080 -0.4420 0.2322 -0.277 -0.055 0.125
H 4.7083 0.3166 -0.2929 0.140 0.164 -0.121
O -2.5863 1.5082 -1.6963 -0.172 0.211 -0.191
H -1.8863 0.9317 -1.3900 0.236 -0.049 0.191
H -2.5991 1.3867 -2.6457 -0.162 0.152 -0.255
O -1.3128 -1.6287 -3.2251 -0.506 0.437 -0.994
H -1.6147 -1.8284 -2.3389 -1.186 -0.617 1.523
H -0.3606 -1.5713 -3.1470 1.843 -0.014 -0.131
O -2.7470 -1.9599 -0.7253 0.363 -0.579 -1.026
H -2.0913 -1.3843 -0.3316 0.380 0.428 0.730
H -3.5829 -1.6367 -0.3889 -0.570 0.300 0.169
O 1.7830 1.4136 -3.4260 -0.109 -0.287 0.064
H 1.6310 1.8985 -2.6149 -0.156 0.221 0.441
H 2.2595 2.0262 -3.9862 0.193 0.043 -0.266
O 0.8602 2.3506 4.6434 -0.057 0.026 0.310
H 1.3847 1.8112 4.0517 0.129 -0.233 -0.219
H 0.5988 3.1036 4.1134 -0.092 0.164 -0.119
```
Positions in Å, forces in eV/Å.

The LUMO energy (spin up / spin down) is -1.278 / -8.287 eV. As for the spin multiplicity: 2. For the relative energy (zero: lowest compared OMol25 entry of this formula, charge and spin), the calculation gives 0.2565 eV. The HOMO energy (spin up / spin down) is -10.6724 / -10.6719 eV. Its charge is 0. For the HOMO-LUMO gap (spin up / spin down), the calculation gives 0.34525 / 0.08765 Eh.

These are the Mulliken partial charges, in e, on atoms 1 to 5: number 1, As, carries 2.075; number 2, F, carries -0.534; number 3, F, carries -0.552; number 4, F, carries -0.502; number 5, F, carries -0.586

---

Formula: AsF6H20O10
Source: the OMol25 dataset
Level of theory: wB97M-V/def2-TZVPD

The geometry in XYZ format:
```
37
Properties=species:S:1:pos:R:3:forces:R:3
As -0.5796 -0.1709 -0.1855 -0.287 -1.386 -0.969
F -0.3453 -0.1339 -2.0073 -0.174 0.123 2.201
F -0.6205 1.5816 -0.0667 0.103 -1.074 0.011
F -0.8256 -0.3683 1.6163 0.209 0.631 -1.825
F -0.4934 -1.9604 -0.2218 -0.347 1.294 -0.167
F 1.2075 -0.1986 -0.0041 -1.419 0.398 0.106
F -2.3717 -0.1950 -0.5262 1.991 -0.017 0.774
O 2.9160 3.4073 -2.3470 -0.248 0.013 -0.155
H 3.6638 2.8104 -2.3220 0.125 -0.248 0.064
H 3.3011 4.2786 -2.2539 0.046 0.243 0.043
O -1.8328 4.8940 -2.0257 -0.035 0.282 -0.229
H -2.3601 5.2334 -1.3025 -0.131 0.019 0.173
H -1.2195 4.2871 -1.6112 0.163 -0.356 0.076
O 4.1356 -4.0051 -2.3543 0.161 -0.193 -0.219
H 4.2365 -4.2244 -1.4280 -0.049 -0.057 0.236
H 3.9714 -3.0621 -2.3611 -0.150 0.255 -0.009
O 1.1154 -3.9702 3.2849 0.228 -0.163 0.287
H 0.3845 -4.5809 3.1897 -0.145 -0.134 -0.138
H 0.7133 -3.1036 3.2252 -0.090 0.344 -0.231
O 0.2913 3.1133 -4.9531 -0.160 0.219 -0.267
H 0.8451 3.1922 -4.1763 0.171 -0.014 0.378
H 0.7196 2.4435 -5.4861 0.050 -0.202 -0.061
O 5.0288 2.1404 1.4790 0.211 0.241 -0.002
H 5.4885 1.3181 1.6484 0.095 -0.195 0.038
H 4.1138 1.8843 1.3629 -0.359 -0.057 -0.082
O -2.3323 -3.2751 5.9819 -0.189 -0.050 0.188
H -2.1178 -3.9253 5.3130 0.012 -0.137 -0.188
H -1.5469 -2.7322 6.0495 0.177 0.186 0.010
O -6.3824 0.2743 1.5427 -0.129 0.041 0.248
H -7.2046 0.2322 1.0544 -0.182 0.001 -0.102
H -5.7079 0.0695 0.8951 0.358 -0.038 -0.150
O -0.7198 -3.4781 -5.6593 0.024 -0.032 -0.329
H -0.3343 -3.0692 -4.8844 0.088 0.211 0.258
H -1.1907 -4.2392 -5.3199 -0.116 -0.148 0.095
O -1.6525 2.0251 5.0308 -0.173 0.136 0.233
H -1.5132 1.2726 4.4559 -0.028 -0.211 -0.335
H -0.7812 2.2349 5.3671 0.199 0.073 0.039
```
Positions in Å, forces in eV/Å.

The LUMO energy is 2.303 eV. For the relative energy (zero: lowest compared OMol25 entry of this formula, charge and spin), the calculation gives 2.2305 eV. The HOMO energy is -8.8336 eV. Its charge is -1. For the HOMO-LUMO gap, the calculation gives 0.40925 Eh.

These are the Mulliken partial charges, in e, on atoms 1 to 5: number 1, As, carries 2.072; number 2, F, carries -0.534; number 3, F, carries -0.474; number 4, F, carries -0.537; number 5, F, carries -0.503

---

Q: Which E values were calculated for the entries above? A: -37234.959 -39314.586 -236597.971 -95868.717 -95862.273 -97948.780, in eV.